Formula: C31H50ClFePS
Source: the OMol25 dataset
Level of theory: ωB97M-V/def2-TZVPD

The energy comes out at -3674.39388 hartree. The highest occupied orbital energy (spin up / spin down) comes out at -1.92 / -1.91 eV. The LUMO energy (spin up / spin down) is 2.346 / 2.346 eV. As for the spin multiplicity: 6. For the orbital gap (spin up / spin down), the calculation gives 4.26 / 4.26 eV. As for the total charge: -1.

Element x y z (Å)
Fe (3.38, -0.16, 2.29)
Cl (4.01, -1.60, 3.72)
P (-0.46, 0.37, -0.62)
C (-1.44, -0.20, 0.92)
H (-2.14, 0.67, 1.01)
H (-0.74, -0.10, 1.78)
C (1.42, 0.42, -0.42)
C (-1.26, 2.04, -0.82)
C (2.08, 0.70, -1.76)
H (1.55, 1.31, 0.22)
C (3.58, 0.89, -1.58)
H (1.91, -0.14, -2.45)
H (1.65, 1.59, -2.25)
C (4.23, -0.43, -1.15)
H (4.03, 1.23, -2.52)
H (3.76, 1.67, -0.83)
C (3.56, -1.12, 0.05)
H (4.24, -1.12, -2.01)
H (5.29, -0.25, -0.90)
C (2.06, -0.79, 0.32)
H (3.60, -2.20, -0.08)
H (4.23, -0.95, 0.95)
H (1.52, -1.72, 0.09)
H (1.86, -0.70, 1.45)
C (-0.89, -0.79, -2.00)
C (-2.71, 1.89, -1.32)
H (-1.29, 2.41, 0.22)
C (-3.48, 3.21, -1.15)
H (-2.70, 1.61, -2.39)
H (-3.26, 1.10, -0.80)
C (-2.77, 4.41, -1.81)
H (-4.49, 3.09, -1.58)
H (-3.61, 3.41, -0.08)
C (-1.27, 4.48, -1.49)
H (-2.91, 4.35, -2.89)
H (-3.25, 5.34, -1.48)
C (-0.54, 3.12, -1.64)
H (-0.79, 5.22, -2.14)
H (-1.15, 4.82, -0.45)
H (-0.52, 2.83, -2.70)
H (0.51, 3.24, -1.32)
C (-0.15, -2.13, -1.86)
H (-1.97, -0.98, -1.85)
C (-0.65, -3.15, -2.87)
H (0.93, -1.96, -2.02)
H (-0.26, -2.53, -0.84)
C (-0.62, -2.64, -4.31)
H (-0.05, -4.06, -2.78)
H (-1.68, -3.41, -2.60)
C (-1.25, -1.24, -4.46)
H (0.42, -2.61, -4.67)
H (-1.15, -3.35, -4.95)
C (-0.72, -0.24, -3.44)
H (-1.06, -0.86, -5.47)
H (-2.33, -1.33, -4.33)
H (0.36, -0.05, -3.63)
H (-1.22, 0.73, -3.55)
C (2.07, -3.63, 1.96)
C (-2.23, -1.27, 0.95)
H (2.81, -4.14, 1.36)
C (-2.32, -2.30, 2.03)
H (-3.00, -1.37, 0.26)
C (-1.28, -2.32, 3.16)
H (-3.34, -2.28, 2.46)
H (-2.22, -3.28, 1.55)
C (0.19, -2.32, 2.76)
H (-1.40, -1.43, 3.78)
H (-1.46, -3.22, 3.76)
C (0.77, -3.62, 2.19)
H (0.37, -1.60, 1.98)
H (0.88, -2.02, 3.57)
H (1.92, -4.05, 2.92)
H (0.08, -4.42, 1.89)
S (2.92, 2.02, 2.44)
C (1.43, 1.84, 3.29)
C (1.36, 1.24, 4.56)
C (0.12, 0.99, 5.15)
C (-1.05, 1.39, 4.52)
C (-0.99, 2.08, 3.29)
C (0.23, 2.35, 2.70)
H (2.29, 0.95, 5.04)
H (0.08, 0.51, 6.12)
H (-2.02, 1.20, 4.97)
H (-1.92, 2.43, 2.81)
H (0.32, 2.93, 1.78)

Formula: C9H32N2O7
Source: the OMol25 dataset
Level of theory: ωB97M-V/def2-TZVPD

The energy comes out at -998.16017 hartree. The highest occupied orbital energy comes out at -8.99 eV. The LUMO energy is 0.398 eV. For the orbital gap, the calculation gives 9.39 eV. As for the total charge: 0. As for the SMILES: NC(N)=O.CCO.CCO.CO.CO.CO.CO.

Element x y z (Å)
N (-0.83, -1.65, 3.01)
C (-0.13, -1.87, 1.92)
N (0.51, -2.97, 1.78)
O (-0.01, -0.85, 0.96)
H (-1.35, -0.82, 3.09)
H (-1.14, -2.45, 3.57)
H (1.05, -3.01, 0.86)
H (0.59, -3.80, 2.40)
C (-0.46, -3.88, -1.93)
C (0.65, -3.63, -2.87)
O (1.32, -2.46, -2.51)
H (-1.33, -3.17, -2.04)
H (-0.15, -4.02, -0.91)
H (-0.90, -4.82, -2.22)
H (0.25, -3.56, -3.95)
H (1.20, -4.52, -2.81)
H (1.58, -2.14, -3.32)
C (-0.89, 4.44, 2.47)
C (-0.16, 3.53, 1.41)
O (1.16, 3.37, 1.88)
H (-0.30, 5.15, 3.04)
H (-1.35, 3.72, 3.14)
H (-1.73, 4.95, 2.03)
H (-0.12, 4.03, 0.52)
H (-0.72, 2.60, 1.09)
H (1.70, 3.97, 1.36)
C (-2.88, 1.05, 2.04)
O (-1.96, 0.89, 3.08)
H (-3.73, 0.41, 2.31)
H (-2.54, 0.59, 1.12)
H (-3.20, 2.10, 1.97)
H (-2.24, 1.28, 3.93)
C (-1.43, 0.02, -1.74)
O (-0.74, 0.90, -0.87)
H (-1.76, 0.63, -2.56)
H (-2.33, -0.37, -1.25)
H (-0.86, -0.85, -2.00)
H (-0.50, 0.27, -0.16)
C (2.70, 0.30, 0.04)
O (2.86, -0.39, 1.29)
H (2.35, 1.34, 0.08)
H (1.88, -0.19, -0.53)
H (3.65, 0.24, -0.61)
H (2.19, -0.14, 1.97)
C (1.90, 0.86, -3.61)
O (1.30, 1.80, -2.74)
H (2.55, 0.20, -3.06)
H (2.54, 1.31, -4.35)
H (1.17, 0.24, -4.01)
H (0.62, 1.36, -2.26)

Formula: C6H23NO6
Source: the OMol25 dataset
Level of theory: ωB97M-V/def2-TZVPD

The energy comes out at -748.51745 hartree. The highest occupied orbital energy comes out at -9.32 eV. The LUMO energy is 0.477 eV. For the orbital gap, the calculation gives 9.79 eV. As for the total charge: 0. As for the SMILES: COC[C@H](C)N.OCCO.O.O.O.

Element x y z (Å)
C (-8.18, -23.19, 17.97)
O (-9.08, -23.11, 19.14)
C (-10.31, -22.40, 18.98)
C (-11.28, -22.52, 20.28)
C (-11.89, -24.01, 20.42)
N (-12.47, -21.68, 19.98)
H (-7.26, -23.68, 18.29)
H (-7.79, -22.24, 17.60)
H (-8.75, -23.75, 17.23)
H (-10.07, -21.34, 18.93)
H (-10.75, -22.68, 18.02)
H (-10.86, -22.12, 21.20)
H (-12.69, -24.27, 19.72)
H (-12.38, -24.23, 21.37)
H (-11.13, -24.77, 20.25)
H (-12.32, -20.79, 19.53)
H (-13.01, -21.43, 20.80)
O (-15.58, -22.40, 18.78)
C (-15.53, -22.68, 17.34)
C (-14.55, -23.81, 16.87)
O (-13.29, -23.34, 17.22)
H (-15.75, -23.22, 19.25)
H (-16.55, -22.92, 17.02)
H (-15.33, -21.72, 16.87)
H (-14.59, -23.98, 15.80)
H (-14.70, -24.71, 17.46)
H (-13.29, -23.12, 18.16)
O (-13.27, -19.80, 17.05)
H (-13.92, -20.45, 17.33)
H (-12.67, -20.29, 16.49)
O (-13.09, -16.59, 17.97)
H (-13.32, -16.58, 18.90)
H (-13.28, -17.49, 17.69)
O (-12.29, -22.22, 14.42)
H (-12.95, -21.77, 13.89)
H (-12.78, -22.90, 14.88)

Formula: C15H30O15
Source: the OMol25 dataset
Level of theory: ωB97M-V/def2-TZVPD

The energy comes out at -1718.16904 hartree. The highest occupied orbital energy comes out at -10.84 eV. The LUMO energy is 0.579 eV. For the orbital gap, the calculation gives 11.42 eV. As for the total charge: 0. As for the SMILES: COC(=O)OC.COC(=O)OC.COC(=O)OC.COC(=O)OC.COC(=O)OC.

Element x y z (Å)
C (15.97, -5.97, 1.33)
O (15.96, -6.57, 2.61)
C (15.47, -7.79, 2.66)
O (15.03, -8.44, 1.74)
O (15.45, -8.21, 3.92)
C (14.97, -9.52, 4.15)
H (16.43, -6.60, 0.56)
H (16.55, -5.06, 1.41)
H (14.95, -5.77, 0.99)
H (15.57, -10.24, 3.58)
H (13.94, -9.68, 3.84)
H (15.09, -9.66, 5.22)
C (14.25, -5.04, -2.70)
O (14.70, -4.06, -3.63)
C (16.01, -3.88, -3.66)
O (16.82, -4.56, -3.08)
O (16.29, -2.85, -4.42)
C (17.64, -2.46, -4.59)
H (14.46, -6.05, -3.05)
H (13.17, -4.95, -2.63)
H (14.69, -4.87, -1.72)
H (18.05, -2.94, -5.48)
H (18.23, -2.68, -3.70)
H (17.62, -1.39, -4.75)
C (10.32, -7.97, -2.97)
O (11.58, -8.66, -2.88)
C (12.42, -8.13, -1.98)
O (12.16, -7.27, -1.19)
O (13.62, -8.64, -2.22)
C (14.68, -8.18, -1.36)
H (10.46, -7.05, -3.52)
H (10.00, -7.76, -1.95)
H (9.58, -8.58, -3.47)
H (14.40, -7.43, -0.64)
H (15.47, -7.77, -1.98)
H (15.03, -9.08, -0.86)
C (10.33, -9.68, 0.47)
O (9.05, -9.14, 0.79)
C (8.08, -9.99, 1.08)
O (8.13, -11.19, 1.08)
O (7.02, -9.29, 1.42)
C (5.78, -9.94, 1.61)
H (10.53, -10.58, 1.06)
H (11.06, -8.90, 0.66)
H (10.33, -10.06, -0.55)
H (5.93, -10.81, 2.26)
H (5.45, -10.37, 0.66)
H (5.02, -9.29, 2.02)
C (10.26, -4.80, -0.56)
O (10.45, -4.40, -1.90)
C (9.46, -3.75, -2.50)
O (8.38, -3.53, -2.02)
O (9.87, -3.39, -3.71)
C (9.04, -2.49, -4.42)
H (9.99, -3.98, 0.12)
H (11.16, -5.26, -0.17)
H (9.42, -5.50, -0.54)
H (9.54, -2.15, -5.33)
H (8.93, -1.57, -3.84)
H (8.05, -2.91, -4.61)

What did the fourth record say?
Formula: C15H30O15
Source: the OMol25 dataset
Level of theory: ωB97M-V/def2-TZVPD

The energy comes out at -1718.16904 hartree. The highest occupied orbital energy comes out at -10.84 eV. The LUMO energy is 0.579 eV. For the orbital gap, the calculation gives 11.42 eV. As for the total charge: 0. As for the SMILES: COC(=O)OC.COC(=O)OC.COC(=O)OC.COC(=O)OC.COC(=O)OC.

Element x y z (Å)
C (15.97, -5.97, 1.33)
O (15.96, -6.57, 2.61)
C (15.47, -7.79, 2.66)
O (15.03, -8.44, 1.74)
O (15.45, -8.21, 3.92)
C (14.97, -9.52, 4.15)
H (16.43, -6.60, 0.56)
H (16.55, -5.06, 1.41)
H (14.95, -5.77, 0.99)
H (15.57, -10.24, 3.58)
H (13.94, -9.68, 3.84)
H (15.09, -9.66, 5.22)
C (14.25, -5.04, -2.70)
O (14.70, -4.06, -3.63)
C (16.01, -3.88, -3.66)
O (16.82, -4.56, -3.08)
O (16.29, -2.85, -4.42)
C (17.64, -2.46, -4.59)
H (14.46, -6.05, -3.05)
H (13.17, -4.95, -2.63)
H (14.69, -4.87, -1.72)
H (18.05, -2.94, -5.48)
H (18.23, -2.68, -3.70)
H (17.62, -1.39, -4.75)
C (10.32, -7.97, -2.97)
O (11.58, -8.66, -2.88)
C (12.42, -8.13, -1.98)
O (12.16, -7.27, -1.19)
O (13.62, -8.64, -2.22)
C (14.68, -8.18, -1.36)
H (10.46, -7.05, -3.52)
H (10.00, -7.76, -1.95)
H (9.58, -8.58, -3.47)
H (14.40, -7.43, -0.64)
H (15.47, -7.77, -1.98)
H (15.03, -9.08, -0.86)
C (10.33, -9.68, 0.47)
O (9.05, -9.14, 0.79)
C (8.08, -9.99, 1.08)
O (8.13, -11.19, 1.08)
O (7.02, -9.29, 1.42)
C (5.78, -9.94, 1.61)
H (10.53, -10.58, 1.06)
H (11.06, -8.90, 0.66)
H (10.33, -10.06, -0.55)
H (5.93, -10.81, 2.26)
H (5.45, -10.37, 0.66)
H (5.02, -9.29, 2.02)
C (10.26, -4.80, -0.56)
O (10.45, -4.40, -1.90)
C (9.46, -3.75, -2.50)
O (8.38, -3.53, -2.02)
O (9.87, -3.39, -3.71)
C (9.04, -2.49, -4.42)
H (9.99, -3.98, 0.12)
H (11.16, -5.26, -0.17)
H (9.42, -5.50, -0.54)
H (9.54, -2.15, -5.33)
H (8.93, -1.57, -3.84)
H (8.05, -2.91, -4.61)

Among the records above, which one has the lowest energy?
C31H50ClFePS

Repeat the fourth record exactly.
Formula: C15H30O15
Source: the OMol25 dataset
Level of theory: ωB97M-V/def2-TZVPD

The energy comes out at -1718.16904 hartree. The highest occupied orbital energy comes out at -10.84 eV. The LUMO energy is 0.579 eV. For the orbital gap, the calculation gives 11.42 eV. As for the total charge: 0. As for the SMILES: COC(=O)OC.COC(=O)OC.COC(=O)OC.COC(=O)OC.COC(=O)OC.

Element x y z (Å)
C (15.97, -5.97, 1.33)
O (15.96, -6.57, 2.61)
C (15.47, -7.79, 2.66)
O (15.03, -8.44, 1.74)
O (15.45, -8.21, 3.92)
C (14.97, -9.52, 4.15)
H (16.43, -6.60, 0.56)
H (16.55, -5.06, 1.41)
H (14.95, -5.77, 0.99)
H (15.57, -10.24, 3.58)
H (13.94, -9.68, 3.84)
H (15.09, -9.66, 5.22)
C (14.25, -5.04, -2.70)
O (14.70, -4.06, -3.63)
C (16.01, -3.88, -3.66)
O (16.82, -4.56, -3.08)
O (16.29, -2.85, -4.42)
C (17.64, -2.46, -4.59)
H (14.46, -6.05, -3.05)
H (13.17, -4.95, -2.63)
H (14.69, -4.87, -1.72)
H (18.05, -2.94, -5.48)
H (18.23, -2.68, -3.70)
H (17.62, -1.39, -4.75)
C (10.32, -7.97, -2.97)
O (11.58, -8.66, -2.88)
C (12.42, -8.13, -1.98)
O (12.16, -7.27, -1.19)
O (13.62, -8.64, -2.22)
C (14.68, -8.18, -1.36)
H (10.46, -7.05, -3.52)
H (10.00, -7.76, -1.95)
H (9.58, -8.58, -3.47)
H (14.40, -7.43, -0.64)
H (15.47, -7.77, -1.98)
H (15.03, -9.08, -0.86)
C (10.33, -9.68, 0.47)
O (9.05, -9.14, 0.79)
C (8.08, -9.99, 1.08)
O (8.13, -11.19, 1.08)
O (7.02, -9.29, 1.42)
C (5.78, -9.94, 1.61)
H (10.53, -10.58, 1.06)
H (11.06, -8.90, 0.66)
H (10.33, -10.06, -0.55)
H (5.93, -10.81, 2.26)
H (5.45, -10.37, 0.66)
H (5.02, -9.29, 2.02)
C (10.26, -4.80, -0.56)
O (10.45, -4.40, -1.90)
C (9.46, -3.75, -2.50)
O (8.38, -3.53, -2.02)
O (9.87, -3.39, -3.71)
C (9.04, -2.49, -4.42)
H (9.99, -3.98, 0.12)
H (11.16, -5.26, -0.17)
H (9.42, -5.50, -0.54)
H (9.54, -2.15, -5.33)
H (8.93, -1.57, -3.84)
H (8.05, -2.91, -4.61)